[1]
Entry from the OMol25 dataset: C21H29N3OS as an isolated structure in a non-equilibrium geometry (ωB97M-V with the def2-TZVPD basis set).

XYZ file:
```
55
Properties=species:S:1:pos:R:3:forces:R:3:mulliken_charge:R:1
C 4.606 1.099 -2.274 -1.7441 -1.8291 -0.4267 -1.22
C 4.825 0.210 -1.099 3.2845 -2.4672 0.7234 1.47
C 4.391 0.423 0.153 -3.5032 9.6931 -13.4234 -2.15
C 3.554 1.712 0.371 -0.7449 0.8282 -0.8889 -0.72
N 2.267 1.689 -0.541 3.6439 0.3723 4.6741 -0.08
C 1.561 2.972 -0.159 0.5709 -2.1006 -1.9852 -0.68
C 0.400 3.070 -1.081 1.2533 -6.2900 -2.3332 -1.00
N -0.369 1.546 -1.003 -3.0569 10.6434 4.0991 0.39
C -1.548 1.543 -1.790 -4.1168 3.6425 5.7914 -1.20
C -2.581 0.555 -1.262 3.2455 0.8308 1.7425 0.64
C -3.071 -0.522 -1.808 0.8847 1.8904 -11.6876 -0.65
N -3.836 -1.346 -1.244 -4.0338 -5.5851 -3.4493 -0.37
C -4.018 -0.939 -0.134 -0.8556 -2.0202 12.2144 0.63
C -4.634 -1.752 1.167 -2.2371 -3.7345 -15.6157 0.86
C -4.530 -1.440 2.320 4.1782 8.1447 15.2128 0.09
C -5.188 -1.953 3.442 -4.0320 -4.8275 -2.5331 -0.82
C -6.149 -3.001 2.956 3.1366 2.1344 9.0960 -0.32
C -6.154 -3.379 1.690 -7.7108 -9.2281 1.7817 -0.24
C -5.523 -2.924 0.752 7.9784 9.1617 -1.6548 -0.90
H -5.504 -2.976 -0.225 -0.4127 -1.5057 -4.7648 0.75
H -6.756 -4.346 1.297 0.6292 1.9615 1.6775 0.13
H -6.457 -3.615 3.908 -0.3909 0.9101 -2.5183 0.20
H -5.099 -1.849 4.537 0.3209 0.5653 -1.0893 0.37
H -3.832 -0.444 2.866 -1.5121 -2.5744 -2.6317 -0.09
S -2.811 0.115 0.374 0.1108 3.9222 2.2051 -0.30
H -3.227 -0.598 -2.973 1.3029 0.2510 1.8068 0.24
H -2.183 2.703 -1.731 2.3280 -3.3559 -0.2852 0.25
H -1.377 1.300 -2.711 0.8900 -1.1065 -6.0068 0.67
C 0.503 0.604 -1.123 -0.5925 -9.9621 0.3780 -2.10
H -0.192 -0.368 -1.041 1.2947 1.1682 -0.5822 0.70
C 1.614 0.344 -0.105 -0.4901 4.8076 -4.4890 -0.38
C 1.040 0.189 1.164 -2.2432 4.5922 5.7447 0.31
H 1.721 0.591 2.063 -1.1275 -0.7446 -1.9084 0.10
H 0.063 0.895 1.285 2.0380 -1.5662 -0.3428 0.05
C 0.751 -1.167 1.558 -2.5069 -1.0835 5.0270 -1.45
O -0.261 -1.921 1.018 -2.2569 0.0425 -2.1973 -0.56
H -1.111 -1.392 0.881 1.8486 -0.8260 0.4347 0.22
H 1.629 -1.667 1.591 2.9058 -2.3056 -1.1130 0.74
H 0.561 -1.335 2.715 0.2209 1.5298 -1.3911 0.32
H 2.402 -0.366 -0.254 -0.2630 -0.6845 -1.0499 1.00
H 0.775 0.655 -2.088 2.5952 -0.9014 -3.8236 0.73
H -0.121 3.861 -0.724 -2.6718 2.2284 0.0288 0.54
H 0.835 2.994 -2.164 -1.0679 1.0306 1.7108 0.28
H 2.155 3.869 -0.414 0.3815 -0.6150 0.6059 0.45
H 1.286 2.891 0.860 -0.3965 0.5547 1.2442 0.40
H 3.303 1.772 1.478 0.0111 0.1431 -1.1928 0.41
H 3.997 2.728 0.074 0.1853 -1.6738 0.5437 0.44
H 4.590 0.010 0.889 3.5546 -7.6674 11.9532 1.11
C 5.885 -1.063 -1.369 -0.6537 3.7352 2.2328 -1.21
H 6.273 -1.387 -0.371 -0.8498 -0.4880 -0.8878 0.32
H 6.786 -0.674 -1.845 -0.1972 0.1745 -0.3914 0.34
H 5.382 -1.720 -2.013 -0.3888 -1.4493 -0.4944 0.37
H 3.623 1.500 -2.184 -0.3972 1.2701 0.3983 0.27
H 4.394 0.503 -3.163 0.7299 -0.4266 -0.2430 0.36
H 5.358 1.798 -2.519 0.9303 0.7903 0.0738 0.31
```
Positions in Å, forces in eV/Å.

Its energy relative to the best compared isomer or geometry (same formula, charge and spin) is 413.5 kcal/mol. Its molar mass is 371.5 Da. Its max |F| is 17.75 eV/A.

=====

[2]
Entry from the OMol25 dataset: one molecule with the formula C21H29N5O3 in a non-equilibrium geometry (ωB97M-V with the def2-TZVPD basis set).

XYZ file:
```
58
Properties=species:S:1:pos:R:3:forces:R:3:mulliken_charge:R:1
C -0.817 -0.084 4.650 0.1499 -0.0641 -0.4453 -1.41
C -1.005 -0.594 3.235 -0.6116 -0.1337 0.2679 0.01
O 0.187 -0.316 2.493 0.2540 0.1840 0.3044 -0.26
C 0.144 -0.537 1.190 0.1501 0.0147 -0.4087 -0.20
O -0.859 -0.865 0.601 -0.1848 0.0194 0.0943 -0.51
C 1.497 -0.284 0.526 0.2518 0.0841 0.0451 2.52
C 1.657 1.239 0.367 -0.3023 -0.1051 -0.0908 -1.92
C 0.572 1.890 -0.489 0.3517 0.1541 0.2079 -0.08
C 0.775 3.406 -0.583 -0.1878 -0.2713 -0.0911 -1.17
C -0.318 4.031 -1.402 0.1200 0.1201 0.0641 0.39
C -1.449 4.556 -0.793 0.0273 -0.0098 0.0033 -0.28
C -2.472 5.099 -1.551 -0.1082 0.0252 0.0184 -0.59
C -2.376 5.120 -2.931 -0.0910 0.0456 -0.0515 -0.42
C -1.254 4.595 -3.549 -0.0094 -0.0083 -0.0988 -0.63
C -0.233 4.053 -2.788 -0.0072 0.0148 0.0319 -0.24
C 2.612 -0.849 1.416 -0.1680 -0.0520 -0.0398 -1.42
C 2.327 -2.323 1.727 0.1944 -0.0613 0.4620 -1.13
N 1.512 -2.934 0.687 0.2622 0.0683 0.1595 0.15
C 0.370 -3.562 1.044 -0.0303 -0.4350 -0.2551 0.99
O -0.011 -3.592 2.203 -0.3050 -0.0666 0.2655 -0.69
C -0.409 -4.338 -0.013 -0.0623 0.1691 0.0876 -1.19
C -1.678 -3.607 -0.463 -0.1110 -0.6715 0.4224 -0.65
N -1.435 -2.762 -1.599 -0.2924 1.3128 -0.7177 0.72
C -1.976 -1.571 -1.928 0.3048 -0.5782 0.0212 -0.03
N -1.480 -1.196 -3.081 -0.6969 0.8355 0.2088 -0.38
N -0.642 -2.155 -3.450 0.5677 -0.0769 -0.7867 -0.59
N -0.605 -3.090 -2.593 0.2164 -1.0664 0.4465 -0.38
C 1.899 -2.498 -0.635 -0.0318 0.0557 -0.4438 -1.60
C 1.550 -1.008 -0.826 -0.1789 -0.0769 0.1063 -0.22
H 0.031 -0.580 5.114 0.0670 -0.0391 0.1163 0.35
H -0.637 0.988 4.647 -0.0025 0.1060 0.0597 0.32
H -1.709 -0.293 5.233 -0.0852 -0.0177 0.0746 0.42
H -1.165 -1.678 3.220 0.0075 0.1800 -0.0665 0.21
H -1.852 -0.106 2.740 0.1386 -0.0888 0.0735 0.29
H 2.636 1.438 -0.077 0.0693 -0.0331 0.0409 0.53
H 1.646 1.690 1.362 0.0766 0.0387 0.0262 0.34
H 0.580 1.469 -1.496 -0.0873 -0.0520 -0.0550 0.26
H -0.412 1.689 -0.060 -0.0771 -0.0140 -0.0558 0.30
H 1.746 3.609 -1.040 0.0421 0.0488 0.0512 0.36
H 0.777 3.833 0.423 0.0629 0.0343 0.0045 0.46
H -1.528 4.544 0.285 0.0108 0.0031 0.1170 0.36
H -3.345 5.508 -1.063 -0.0629 0.0335 0.0332 0.38
H -3.173 5.544 -3.524 -0.0567 0.0331 -0.0461 0.37
H -1.174 4.606 -4.626 0.0061 0.0002 -0.0859 0.37
H 0.641 3.645 -3.275 0.1107 -0.0480 -0.0545 0.37
H 2.681 -0.286 2.346 0.0748 0.0040 -0.0130 0.46
H 3.559 -0.742 0.883 0.0196 0.0728 -0.0319 0.49
H 3.264 -2.886 1.808 -0.0555 0.0381 0.0374 0.41
H 1.779 -2.425 2.665 0.1544 0.0227 -0.1561 0.40
H 0.193 -4.601 -0.880 -0.0608 -0.0565 0.0494 0.54
H -0.717 -5.258 0.488 0.0707 0.1042 -0.0217 0.50
H -2.063 -2.979 0.344 0.0086 -0.0850 -0.1257 0.35
H -2.442 -4.341 -0.743 0.1115 0.1285 0.0791 0.39
H -2.676 -1.032 -1.330 -0.1603 0.1304 0.2156 0.56
H 2.981 -2.644 -0.718 -0.0570 -0.0350 -0.0402 0.31
H 1.419 -3.091 -1.411 0.1207 0.0028 0.1100 0.66
H 0.582 -0.903 -1.310 0.0406 -0.0208 -0.1099 -0.12
H 2.297 -0.542 -1.469 0.0414 0.0828 -0.0140 0.60
```
Positions in Å, forces in eV/Å.

Its SMILES is CCOC(=O)C1(CCCc2ccccc2)CCN(C(=O)CCn2cnnn2)CC1. Its energy relative to the best compared isomer or geometry (same formula, charge and spin) is 61.1 kcal/mol. Its molar mass is 399.5 Da. Its max |F| is 1.52 eV/A.

=====

[3]
Entry from the OMol25 dataset: C21H29N6O5P as an isolated structure in a non-equilibrium geometry (ωB97M-V with the def2-TZVPD basis set).

XYZ file:
```
62
Properties=species:S:1:pos:R:3:forces:R:3:mulliken_charge:R:1
C 3.251 0.915 3.366 -1.1475 1.2042 -5.8721 -0.97
H 3.538 0.186 4.003 1.3673 -1.8212 2.4357 0.50
H 2.415 0.317 2.670 1.7301 2.2047 1.7271 0.01
C 4.414 1.339 2.328 2.4053 -0.0635 1.8376 0.37
C 5.532 2.260 2.901 -4.1690 -2.7554 8.9569 -1.35
H 6.366 2.478 2.443 3.7338 1.4324 -3.4067 0.56
H 5.136 3.190 3.659 0.8910 -2.4792 -2.5707 0.20
H 6.027 1.488 3.783 -1.2457 2.0573 -1.9606 0.28
H 4.966 0.419 1.822 -1.4101 1.8525 1.0836 0.28
O 3.872 2.206 1.310 0.1515 -2.8591 0.8887 -0.16
C 3.550 1.409 0.341 -3.0687 7.7526 -4.4660 0.47
O 3.760 0.339 -0.060 1.0620 -3.0420 0.3195 -0.57
C 2.636 2.644 -0.812 -1.3800 -4.8928 6.2580 -0.47
N 1.772 1.571 -1.408 2.4606 6.0987 -0.3884 -0.03
P 1.210 0.283 -0.809 -4.5669 -3.1012 8.7443 0.55
O 0.984 0.567 0.883 1.0800 -1.2721 -6.1360 -0.84
O -0.275 0.206 -1.545 7.5989 -3.6489 0.5805 -0.40
C -1.387 0.793 -1.402 0.5796 -3.4015 -11.2830 -0.15
C -1.935 1.125 -0.376 -3.8298 5.5050 16.2108 1.39
C -3.119 1.864 -0.195 -0.6892 -0.4562 -6.3004 -1.20
C -3.784 1.978 -1.569 -7.0164 6.7485 13.7317 -0.17
C -3.273 1.362 -2.461 1.7433 -6.4291 -16.4286 -0.31
C -2.105 0.682 -2.578 -2.1726 4.1583 6.5599 -1.20
H -1.707 0.312 -3.354 2.4810 -2.8297 -5.7936 1.06
H -3.815 1.252 -3.766 0.8545 0.6985 4.0334 0.03
H -4.878 2.417 -1.527 2.5066 -0.6615 -0.5633 0.27
H -3.578 2.471 0.555 0.3909 -0.4495 1.0034 0.47
H -1.293 1.017 0.590 -1.0053 0.0579 -1.6122 0.19
H 2.112 1.563 -2.282 0.5759 -0.7519 -4.3484 0.30
C 1.821 3.586 0.145 2.8927 -1.2702 -2.6569 -1.43
H 1.184 2.953 0.700 -0.5939 -0.2268 1.1079 0.31
H 2.615 4.167 0.592 -0.4515 0.2810 0.8668 0.41
H 1.343 4.152 -0.593 -1.4574 1.4524 -0.5243 0.45
H 3.391 3.102 -1.364 0.7383 0.3800 -1.7072 0.81
H 2.931 1.874 3.794 -0.4148 -0.6850 0.1147 0.32
C 1.912 -1.539 -1.213 -0.7928 6.6269 -7.1337 -1.09
O 0.992 -2.395 -1.441 -2.9542 -2.8308 3.9896 -0.45
C 0.305 -2.622 0.254 1.9897 -1.1438 -4.2117 0.97
C 1.398 -3.291 1.001 -2.2132 9.6870 7.8679 -1.85
H 0.979 -3.573 2.046 0.0763 0.3842 -1.4864 0.44
H 1.648 -4.097 0.654 3.3638 -8.4875 -4.2068 0.68
H 2.252 -2.560 1.467 -1.8354 -1.6875 -2.0103 0.24
H 0.060 -1.628 0.479 -0.3320 1.3708 0.6475 0.39
C -0.802 -3.424 -0.244 3.0999 -6.6595 6.8699 -1.62
N -1.787 -2.936 -0.880 -9.8578 7.0722 4.2174 0.91
C -3.017 -2.165 -0.245 4.5637 0.3706 9.6682 0.11
N -3.087 -1.869 1.129 1.2955 -1.4309 -3.0268 -0.62
C -4.204 -1.133 1.408 9.8405 -4.8522 9.6040 -0.49
N -4.928 -0.851 0.533 -10.3059 6.7882 6.9836 -0.32
C -4.735 -0.994 -0.595 -13.6277 7.1830 -10.6761 0.48
N -5.832 -0.584 -1.546 0.6936 -0.1880 1.2071 -0.48
H -5.657 -0.599 -2.539 0.2700 -0.0275 0.1637 0.25
H -6.608 0.023 -1.261 0.9842 -0.4406 0.1844 0.24
C -3.882 -1.660 -1.094 11.4164 -8.7963 -7.6494 0.68
N -3.528 -2.129 -2.324 3.7522 -3.4060 -0.4211 -0.81
C -2.363 -2.932 -1.959 -1.8599 1.0538 -14.6535 -0.31
H -1.701 -3.299 -2.996 -2.1521 0.6031 3.1451 0.21
H -4.125 -1.011 2.561 -1.5464 0.5794 -1.9522 0.29
H -1.144 -4.083 0.730 -0.0952 2.1119 -1.2139 0.40
H -0.703 -4.382 -0.689 2.3110 -0.9259 -1.2613 0.79
H 2.170 -1.178 -2.428 0.6454 -0.8315 3.0286 0.32
H 2.708 -1.576 -0.594 2.6462 -0.9097 1.8841 0.65
```
Positions in Å, forces in eV/Å.

For the electronic energy, the calculation gives -1862.93701 Eh. Its molar mass is 476.5 Da. Its max |F| is 18.74 eV/A.

=====

[4]
Entry from the OMol25 dataset: C21H30As2N3OReSe as an isolated structure in a non-equilibrium geometry (ωB97M-V with the def2-TZVPD basis set).

XYZ file:
```
59
Properties=species:S:1:pos:R:3:forces:R:3:lowdin_spin:R:1
Re 0.326 -1.480 -0.846 -0.4713 -1.5719 -0.1919 1.00
C 0.153 -2.311 2.821 -0.0214 -0.0541 -0.0470 0.00
As 0.086 -0.844 1.565 0.0878 0.1931 -0.0745 0.01
C -1.302 0.310 2.222 -0.0089 0.0298 0.0397 0.00
C 1.759 0.099 1.809 0.0015 0.0065 -0.0015 0.02
C 1.862 1.194 2.658 -0.0059 -0.0670 0.0171 0.00
C 3.085 1.829 2.827 0.0300 0.0387 0.0211 0.00
C 4.210 1.375 2.152 -0.0007 0.0091 0.0151 0.00
C 4.118 0.282 1.301 -0.0744 -0.0580 0.0071 0.00
C 2.893 -0.355 1.122 0.0414 0.0729 0.0334 0.00
As 2.736 -1.813 -0.133 0.3791 0.9833 -0.0477 -0.01
C 3.935 -1.385 -1.580 0.0334 -0.0631 -0.0060 0.00
C 3.494 -3.397 0.680 -0.2504 -0.1782 -0.0401 0.00
H -0.074 -1.936 3.816 0.0053 0.0183 0.0548 0.00
H 1.158 -2.727 2.819 0.0281 -0.0326 0.0018 0.00
H -0.564 -3.082 2.549 -0.0481 -0.0188 0.0207 0.00
H -1.140 0.501 3.281 -0.0199 0.0275 0.0434 0.00
H -2.259 -0.193 2.102 -0.0404 -0.0015 -0.0063 0.00
H -1.303 1.250 1.675 -0.0062 0.0235 -0.0146 0.00
H 0.997 1.551 3.202 -0.0009 0.0320 0.0214 0.00
H 3.161 2.677 3.494 0.0021 -0.0050 -0.0140 0.00
H 5.160 1.875 2.282 0.0053 -0.0168 0.0247 0.00
H 5.004 -0.067 0.785 0.0195 0.0401 -0.0155 0.00
H 3.688 -0.409 -1.990 -0.0157 0.0331 0.0010 0.00
H 3.839 -2.144 -2.352 -0.0130 -0.0225 -0.0274 0.00
H 4.958 -1.381 -1.211 0.0341 -0.0028 0.0130 0.00
H 4.130 -3.044 1.489 0.0356 0.0123 0.0215 0.00
H 4.090 -3.898 -0.078 0.0094 -0.0493 -0.0179 0.00
H 2.741 -4.077 1.069 -0.0259 0.0034 0.0336 0.00
N 0.295 -3.821 -4.331 0.0642 -0.0242 -0.1355 0.00
C 0.067 -3.251 -3.178 0.1196 0.2164 0.0072 0.00
O 0.758 -2.255 -2.788 -0.0949 -0.1029 0.0361 0.02
C -1.013 -3.719 -2.261 -0.0346 -0.2503 0.1741 0.01
C -0.614 -3.349 -0.825 -0.3776 1.0078 -0.4688 0.00
H 1.009 -3.460 -4.951 -0.0102 0.0200 0.0093 0.00
H -0.239 -4.618 -4.645 -0.0155 0.0058 0.0201 0.00
H -1.215 -4.786 -2.374 -0.0043 0.0010 0.0191 0.00
H -1.928 -3.190 -2.546 -0.0157 -0.0102 -0.0005 0.00
H 0.188 -4.007 -0.453 0.1878 0.1628 0.0924 0.00
H -1.461 -3.390 -0.144 -0.0020 -0.0919 0.1176 0.01
C -0.498 3.452 -1.379 -0.1251 0.0322 -0.0472 0.00
N -1.755 2.779 -1.033 0.2192 0.1939 0.0549 0.00
C -2.028 1.479 -1.124 -0.0596 -0.0069 0.2250 0.00
Se -0.965 0.172 -2.015 0.4692 -0.2820 0.0008 -0.05
N -3.289 1.277 -0.728 -0.1471 -0.0914 0.1024 0.00
C -3.870 2.487 -0.361 -0.0253 -0.1279 0.0042 0.00
C -5.143 2.813 0.102 -0.0010 -0.1112 0.0127 0.00
C -5.367 4.145 0.362 0.0002 0.0775 -0.0017 0.00
C -4.365 5.120 0.176 -0.0061 0.0018 -0.0059 0.00
C -3.109 4.796 -0.284 0.0281 0.0486 -0.0048 0.00
C -2.886 3.447 -0.554 0.1713 0.0470 -0.0311 0.00
H 0.277 2.716 -1.561 -0.0005 -0.0539 0.0060 0.00
H -0.203 4.097 -0.556 -0.0067 -0.0151 0.0512 0.00
H -0.640 4.056 -2.274 -0.0417 -0.0016 -0.0175 0.00
H -3.750 0.380 -0.725 -0.0071 0.0016 -0.0653 0.00
H -5.912 2.066 0.248 0.0105 0.0233 -0.0220 0.00
H -6.342 4.457 0.712 0.0278 0.0010 0.0144 0.00
H -4.593 6.154 0.397 -0.0174 -0.0251 -0.0119 0.00
H -2.351 5.553 -0.437 -0.0150 -0.0283 -0.0001 0.00
```
Positions in Å, forces in eV/Å.

The spin multiplicity is 2. Its charge is +3. Its energy relative to the best compared isomer or geometry (same formula, charge and spin) is 13.0 kcal/mol. Its molar mass is 755.5 Da. Its max |F| is 1.65 eV/A.

=====

max |F| of number 3 (C21H29N6O5P)?
18.74 eV/A

=====

Which of these has the highest max |F|?
C21H29N6O5P

=====

What is the formula in the third record?
C21H29N6O5P

=====

Which of these has the lowest max |F|?
C21H29N5O3